1.
A single C4H4O4 molecule, computed with ωB97M-V/def2-TZVPD.

Structure (XYZ):
```
12
Properties=species:S:1:pos:R:3:lowdin_charge:R:1
C 2.1673 -0.4720 0.5842 0.02
C 0.3660 0.8820 0.1798 -0.40
C -0.9928 0.6179 -0.2724 -0.08
C -1.7617 -0.6007 -0.4991 -0.14
H 2.8843 -0.7581 1.4815 0.18
H -1.5480 1.4888 -0.8988 0.20
H -1.0540 -1.4728 -0.3027 0.15
H -2.4529 -0.6209 -1.1709 0.06
O 2.3027 -0.6924 -0.8661 -0.10
O 0.8351 -0.0974 1.0267 0.01
O 1.1443 1.8418 -0.0768 0.10
O -1.8903 -0.1162 0.8146 -0.02
```

The value obtained for the largest force on an atom is 0.212 hartree/bohr. The orbital gap comes out at 0.379 Eh. Its spin multiplicity is 1. The calculation puts the energy above the lowest of the compared OMol25 structures with the same formula, charge and spin at 148.18 kcal per mole. The electronic energy comes out at -455.57688 hartree. The LUMO energy is -0.81 eV.

=====

2.
A molecular structure, C23H28NPdS4, computed with ωB97M-V/def2-TZVPD.

Structure (XYZ):
```
57
Properties=species:S:1:pos:R:3:mulliken_spin:R:1
Pd -2.0867 0.2266 -0.7409 1.41
C -0.4033 2.0759 3.1438 -0.01
C -1.1314 0.7353 3.0640 0.02
S -2.2822 0.2914 1.7299 0.17
C -3.4820 1.6331 1.7323 0.01
C -3.0299 2.9205 1.0576 0.00
S -2.3445 2.7784 -0.6188 0.07
C -0.5215 2.5919 -0.4171 0.03
C 0.1562 3.4079 0.6914 0.01
S 0.9330 2.3917 1.9672 0.00
H 0.0837 2.0932 4.1205 0.00
H -1.0924 2.9173 3.1620 0.00
H -1.7514 0.6124 3.9568 0.01
H -0.4126 -0.0848 3.0676 0.00
H -3.8059 1.8261 2.7578 0.00
H -4.3376 1.2138 1.2032 0.00
H -2.3166 3.4696 1.6607 0.00
H -3.8927 3.5783 0.9407 0.00
H -0.1466 2.8458 -1.4080 0.00
H -0.2935 1.5447 -0.2281 -0.03
H -0.5075 4.1351 1.1574 0.00
H 0.9713 3.9868 0.2582 0.00
C 3.5201 1.5269 -0.9910 0.00
C 4.0983 0.1130 -0.9231 0.00
C 4.9812 -0.1099 -2.1601 0.00
C 4.9586 -0.0001 0.3435 0.00
C 2.9976 -0.9481 -0.8872 0.00
C 3.3615 -2.3120 -0.8377 0.00
C 2.4280 -3.3223 -0.8196 0.00
C 1.0790 -2.9674 -0.8398 0.00
S -0.3218 -3.9856 -0.8361 0.00
C -1.3263 -2.5965 -0.8963 0.07
N -0.6896 -1.4580 -0.9078 0.07
C 0.6971 -1.6343 -0.8748 -0.01
C 1.6562 -0.6212 -0.9073 -0.01
C -2.7925 -2.6201 -0.9203 -0.41
C -3.5410 -3.7925 -0.9621 0.02
C -4.9252 -3.7210 -0.9973 -0.01
C -5.5552 -2.4830 -0.9948 0.02
C -4.8048 -1.3080 -0.9467 -0.20
C -3.4241 -1.3806 -0.9106 0.74
H 4.3374 2.2497 -1.0146 0.00
H 2.9031 1.7524 -0.1144 0.00
H 2.9204 1.6798 -1.8929 0.00
H 5.7676 0.6476 -2.1984 0.00
H 4.3952 -0.0415 -3.0798 0.00
H 5.4658 -1.0878 -2.1423 0.00
H 5.7449 0.7586 0.3288 0.00
H 5.4430 -0.9753 0.4201 0.00
H 4.3551 0.1489 1.2427 0.00
H 4.4097 -2.5821 -0.8137 0.00
H 2.7371 -4.3586 -0.7851 0.00
H 1.3333 0.4101 -0.9467 0.02
H -3.0539 -4.7623 -0.9726 0.00
H -5.5114 -4.6297 -1.0322 0.00
H -6.6370 -2.4294 -1.0318 0.00
H -5.3132 -0.3512 -0.9563 0.01
```

Its charge is +1. The value obtained for the largest force on an atom is 0.008 hartree/bohr. The orbital gap (spin up / spin down) comes out at 0.299 / 0.234 Eh. Its spin multiplicity is 3. The calculation puts the energy above the lowest of the compared OMol25 structures with the same formula, charge and spin at 24.53 kcal per mole. The electronic energy comes out at -2668.37515 hartree. The LUMO energy (spin up / spin down) is -2.73 / -4.72 eV.

=====

3.
2 unconnected molecules or ions with the total composition C3H12N, computed with ωB97M-V/def2-TZVPD.

Structure (XYZ):
```
16
Properties=species:S:1:pos:R:3:lowdin_charge:R:1
N -0.1828 -0.0549 3.0568 0.33
H -0.2268 -1.0735 3.1838 0.17
H -0.2480 0.0352 2.0375 0.14
H -0.9405 0.3564 3.6100 0.17
H 0.6464 0.2940 3.5446 0.17
C 0.7919 1.0947 -1.1869 -0.13
C 0.4846 -0.3914 -0.9953 -0.30
C -0.7665 -0.6945 -1.8105 -0.14
H 0.8498 1.2651 -2.2622 0.08
H 1.6882 1.5062 -0.7470 0.06
H -0.0479 1.7385 -0.9352 0.07
H 0.2792 -0.5795 0.0715 0.06
H 1.2663 -1.0398 -1.3802 0.11
H -1.0987 -1.6939 -2.1724 0.08
H -1.7131 -0.5844 -1.2402 0.07
H -0.7820 -0.1785 -2.7742 0.08
```

Its charge is +1. The value obtained for the largest force on an atom is 0.051 hartree/bohr. The orbital gap comes out at 0.354 Eh. Its spin multiplicity is 1. The calculation puts the energy above the lowest of the compared OMol25 structures with the same formula, charge and spin at 24.52 kcal per mole. The electronic energy comes out at -175.95841 hartree. The LUMO energy is -4.58 eV.

=====

4.
2 unconnected molecules or ions with the total composition C5H10Si, computed with ωB97M-V/def2-TZVPD.

Structure (XYZ):
```
16
Properties=species:S:1:pos:R:3:mulliken_spin:R:1
C -1.7226 1.5080 -0.9088 0.23
C 0.6294 -0.9137 -1.6477 -0.02
C -0.5642 1.1599 -1.4339 0.05
C 0.2399 0.0491 -0.8932 0.65
C 0.8199 0.2854 1.1982 0.88
Si 0.3842 -1.3675 1.9886 0.04
H -2.4212 2.1999 -1.2935 0.01
H -1.8556 0.9691 -0.0410 0.02
H 1.3583 -1.5259 -1.1605 0.03
H 0.3259 -1.0348 -2.6467 0.02
H -0.3457 1.8476 -2.3257 0.01
H 0.4513 1.1677 1.6222 0.02
H 1.8101 0.3707 0.8334 0.02
H 0.4882 -0.8805 3.4274 0.03
H 1.3381 -2.3514 1.6736 0.00
H -0.9359 -1.4837 1.6075 0.01
```

The value obtained for the largest force on an atom is 0.126 hartree/bohr. The orbital gap (spin up / spin down) comes out at 0.249 / 0.278 Eh. Its spin multiplicity is 3. The calculation puts the energy above the lowest of the compared OMol25 structures with the same formula, charge and spin at 66.28 kcal per mole. The electronic energy comes out at -485.68436 hartree. The LUMO energy (spin up / spin down) is 1.06 / -2.11 eV.

=====

5.
A gas-phase ion, C5H11N3 (charge +2), computed with ωB97M-V/def2-TZVPD.

Structure (XYZ):
```
19
Properties=species:S:1:pos:R:3:lowdin_charge:R:1
C -0.9802 1.3591 -0.0231 0.37
C 0.6364 -0.6482 0.0664 -0.25
C 1.7011 -1.7309 -0.0289 0.10
C 1.9742 1.5510 -0.2753 -0.02
C -2.9842 -0.0881 0.0906 0.12
N -0.6463 -0.8427 0.1356 0.16
N 0.9273 0.6388 0.0022 0.10
N -1.4944 0.2292 0.0407 -0.09
H -1.1285 2.3808 -0.1283 0.15
H 2.2054 -1.5057 -0.9449 0.11
H 2.4734 -1.6397 0.7668 0.14
H 1.3150 -2.6663 0.1711 0.08
H 2.9900 1.0288 -0.2490 0.15
H 1.8056 2.1025 -1.2464 0.14
H 2.0623 2.2263 0.5921 0.12
H -2.9133 -1.0826 -0.2960 0.10
H -3.2159 -0.0867 1.1894 0.15
H -3.7429 0.5303 -0.4052 0.14
H -0.9853 -1.7557 0.5424 0.24
```

Its charge is +2. The value obtained for the largest force on an atom is 0.139 hartree/bohr. The orbital gap comes out at 0.363 Eh. Its spin multiplicity is 1. The calculation puts the energy above the lowest of the compared OMol25 structures with the same formula, charge and spin at 149.51 kcal per mole. The electronic energy comes out at -360.56448 hartree. The LUMO energy is -9.96 eV.